Entry 1:
{
  "formula": "C4H9NO2",
  "method": "ωB97M-V/def2-TZVPD",
  "orbital_gap_ev": 5.26,
  "relative_energy_kcal_mol": 217.3,
  "lumo_ev": -4.468,
  "homo_energy_ev": -9.727,
  "total_energy_ev": -9870.639,
  "elements": ["O", "O", "N", "C", "C", "C", "C", "H", "H", "H", "H", "H", "H", "H", "H", "H"],
  "coordinates": [[1.720, -0.268, 1.448], [-2.022, 1.419, -0.196], [0.777, -0.955, -0.616], [-0.116, 0.241, -0.615], [-1.587, 0.107, -0.176], [-1.521, -0.608, 1.170], [1.597, -1.105, 0.448], [2.161, -2.054, 0.553], [0.020, 0.630, -1.615], [0.369, 0.732, 0.205], [-2.368, -0.379, 1.792], [2.535, 2.126, -1.691], [-2.268, -0.441, -0.927], [-0.627, -0.332, 1.725], [-1.395, -1.709, 1.030], [2.725, 2.595, -2.535]],
  "atomic_forces_ev_per_a": [[-0.615, -2.694, -3.666], [1.530, -3.711, 0.606], [-2.973, 0.991, -1.023], [7.492, -2.349, -0.658], [-6.002, 2.119, 0.269], [0.686, -0.538, 0.030], [0.468, 2.312, 4.621], [-0.160, 0.507, -0.575], [-0.780, 0.307, -0.088], [-0.462, 1.764, 0.042], [-0.505, 0.057, 0.036], [0.865, 2.114, -3.790], [1.606, 0.271, 0.482], [0.041, 0.289, 0.176], [-0.322, 0.682, -0.263], [-0.869, -2.121, 3.801]]
}

***

Entry 2:
{
  "formula": "C6H35NO12",
  "method": "ωB97M-V/def2-TZVPD",
  "orbital_gap_ev": 9.61,
  "relative_energy_kcal_mol": 100.7,
  "lumo_ev": -0.028,
  "homo_energy_ev": -9.641,
  "total_energy_ev": -32849.237,
  "elements": ["O", "O", "O", "O", "O", "O", "O", "O", "O", "O", "O", "O", "N", "C", "C", "C", "C", "C", "C", "H", "H", "H", "H", "H", "H", "H", "H", "H", "H", "H", "H", "H", "H", "H", "H", "H", "H", "H", "H", "H", "H", "H", "H", "H", "H", "H", "H", "H", "H", "H", "H", "H", "H", "H"],
  "coordinates": [[2.023, 1.416, -2.059], [1.459, 2.843, 2.802], [4.232, -1.962, 0.002], [-3.030, -1.782, -0.820], [1.882, -2.512, -2.501], [-1.129, 0.752, -3.021], [2.256, -4.250, 0.208], [0.192, -2.974, -4.523], [0.557, -1.007, -0.695], [2.655, 3.064, -0.135], [0.185, 4.419, 1.049], [-0.830, -4.022, -2.178], [0.528, -0.450, 2.020], [-1.026, 1.195, 2.957], [-2.759, 1.164, 1.007], [1.263, 1.656, 2.986], [0.278, 0.953, 2.111], [-2.312, 0.621, 2.423], [-3.786, 2.289, 1.099], [0.803, -0.741, 1.089], [2.363, 3.978, -0.261], [2.382, -2.906, -1.761], [1.797, -4.934, 0.715], [-4.595, 1.929, 1.717], [-0.754, 4.304, 0.844], [1.236, 1.870, -2.385], [-2.234, -2.330, -0.840], [-2.738, -1.021, -1.340], [-1.762, 1.353, 0.559], [1.808, 1.068, 3.781], [3.424, -2.120, -0.495], [2.463, 2.931, 0.803], [2.779, -3.904, 0.952], [0.612, -2.419, -3.842], [-2.407, -0.477, 2.314], [-4.059, 2.815, 0.203], [4.105, -1.072, 0.346], [2.498, 2.033, -1.436], [-0.531, -4.208, -3.093], [-3.311, 3.118, 1.669], [0.353, -1.871, -1.088], [-0.592, -2.458, -4.750], [-3.177, 0.750, 3.126], [0.262, 1.570, 1.184], [-0.831, 0.706, 3.933], [0.266, 3.635, 1.639], [-0.243, 0.651, -2.648], [-1.082, 1.336, -3.784], [-1.234, 2.281, 3.066], [0.805, -0.385, -1.407], [2.550, -1.798, -2.503], [-3.174, 0.320, 0.461], [-0.325, -0.955, 2.222], [-0.098, -4.458, -1.721]],
  "atomic_forces_ev_per_a": [[0.052, -0.348, -0.186], [0.513, -0.426, 0.697], [-0.075, 0.014, -0.031], [0.458, 0.163, -0.129], [2.372, 0.565, 1.102], [-0.089, -0.192, 0.252], [0.116, -0.147, 1.179], [-0.220, 0.625, -0.087], [-0.235, 0.340, -0.335], [0.231, 0.695, 0.414], [-1.015, -1.020, 0.270], [0.727, -0.632, -0.187], [0.065, -0.417, 0.043], [-0.220, 0.054, 0.138], [0.942, -0.734, 0.657], [0.874, 0.366, -0.276], [-1.061, 0.513, 0.834], [-2.575, -0.988, -1.026], [2.062, 0.967, 1.182], [0.020, 0.159, 0.028], [-0.056, -0.163, -0.100], [-1.248, -1.470, -0.098], [-0.346, -0.181, -0.647], [-0.622, 0.094, -0.241], [0.071, 0.630, -0.449], [0.485, 0.406, 0.258], [-0.208, -0.269, -0.021], [-0.204, 0.049, 0.006], [-0.863, 0.592, -0.509], [-0.478, 0.387, -0.456], [-0.013, 0.052, 0.260], [-0.019, -0.178, 0.033], [0.254, 0.464, -0.661], [0.041, -0.600, -0.227], [0.997, 0.223, 0.150], [-0.516, -0.489, -0.708], [0.073, 0.060, 0.060], [-0.943, -0.448, -0.346], [-0.520, 0.708, 0.111], [-0.289, -0.344, 0.124], [0.191, 0.416, -0.272], [-0.043, -0.203, -0.168], [0.892, 0.491, -0.166], [-0.120, -0.797, 0.120], [-0.076, 0.619, -0.174], [0.866, 0.813, -0.079], [-0.299, 0.155, -0.363], [0.239, -0.037, 0.049], [0.571, -0.525, 0.270], [0.182, -0.661, 0.545], [-0.726, 0.645, -1.241], [-0.016, 0.023, -0.054], [0.022, -0.113, -0.018], [-0.223, 0.092, 0.474]]
}

***

Entry 3:
{
  "formula": "CH2F2N2",
  "method": "ωB97M-V/def2-TZVPD",
  "orbital_gap_ev": [9.27, 8.63],
  "spin_multiplicity": 3,
  "relative_energy_kcal_mol": 89.5,
  "lumo_ev": [0.592, -2.695],
  "homo_energy_ev": [-8.681, -11.327],
  "total_energy_ev": -9476.596,
  "elements": ["F", "F", "N", "N", "C", "H", "H"],
  "coordinates": [[0.384, -1.405, -0.331], [-2.290, -1.205, 1.093], [0.981, 1.148, -0.593], [-1.584, -0.205, 0.407], [-0.450, -0.409, -0.017], [1.134, 1.341, 0.393], [1.825, 0.734, -0.953]],
  "atomic_forces_ev_per_a": [[-0.886, 0.720, 0.830], [-0.341, -1.235, 0.361], [0.338, 0.286, 0.073], [0.814, 1.032, -0.050], [-1.090, -1.510, -0.893], [0.339, 0.480, 0.065], [0.827, 0.225, -0.385]]
}